# 1
Molecular formula: C27H31LiN2O4Si
Method: DFT, the ωB97M-V functional and the def2-TZVPD basis

Geometry as XYZ:
```
66
Properties=species:S:1:pos:R:3:nbo_charge:R:1
Li 0.48 -0.06 0.52 0.87
O -0.15 0.27 2.40 -0.76
C -1.19 0.03 3.08 0.42
C -1.20 0.17 4.51 -0.29
C -2.30 -0.12 5.28 -0.22
C -3.49 -0.59 4.71 -0.37
C -3.53 -0.74 3.33 -0.16
C -2.45 -0.42 2.51 -0.25
C -2.59 -0.61 1.06 0.17
N -2.00 0.11 0.20 -0.46
C -2.09 -0.27 -1.20 -0.28
C -1.29 0.73 -2.03 -0.22
N 0.11 0.64 -1.67 -0.44
C 0.97 0.39 -2.57 0.14
C 2.41 0.23 -2.37 -0.26
C 3.21 0.21 -3.51 -0.15
C 4.59 0.07 -3.46 -0.37
C 5.19 -0.08 -2.20 -0.22
C 4.44 -0.08 -1.05 -0.28
C 3.00 0.07 -1.05 0.43
O 2.35 0.05 0.03 -0.73
H -0.27 0.50 4.97 0.19
H -2.24 0.01 6.36 0.18
H -4.36 -0.83 5.32 0.18
H -4.43 -1.12 2.86 0.18
H -3.22 -1.46 0.74 0.13
H -3.13 -0.31 -1.56 0.16
H -1.62 -1.26 -1.31 0.26
H -1.65 1.74 -1.80 0.17
H -1.46 0.54 -3.11 0.15
H 0.64 0.29 -3.62 0.11
H 2.72 0.31 -4.48 0.18
H 5.18 0.05 -4.37 0.18
H 6.27 -0.20 -2.13 0.18
H 4.90 -0.21 -0.08 0.19
C -1.45 3.24 1.36 -0.74
C -0.13 3.35 0.62 0.54
O 0.61 2.41 0.51 -0.47
C 0.26 4.66 -0.03 -0.05
C -0.31 5.88 0.31 -0.21
C 0.11 7.05 -0.31 -0.24
C 1.09 7.00 -1.29 -0.22
C 1.66 5.78 -1.65 -0.22
C 1.25 4.61 -1.02 -0.18
H -1.74 2.19 1.33 0.31
H -2.21 3.88 0.93 0.19
H -1.29 3.51 2.41 0.23
H -1.08 5.91 1.07 0.21
H -0.32 8.00 -0.02 0.20
H 1.42 7.91 -1.77 0.20
H 2.42 5.74 -2.41 0.21
H 1.68 3.65 -1.26 0.26
C 1.16 -4.55 1.20 -1.14
Si -0.05 -3.74 -0.02 1.92
C -1.76 -4.48 0.41 -1.14
C 0.37 -4.56 -1.70 -1.14
O -0.02 -2.18 -0.04 -1.35
H 1.13 -5.65 1.20 0.19
H 0.94 -4.20 2.22 0.22
H 2.18 -4.22 0.96 0.22
H -1.76 -5.58 0.46 0.20
H -2.49 -4.18 -0.35 0.21
H -2.10 -4.09 1.38 0.22
H 0.39 -5.66 -1.64 0.19
H 1.36 -4.22 -2.04 0.22
H -0.36 -4.27 -2.46 0.21
```

## Properties
HOMO	-0.0494	Ha
charge	-2
gap between HOMO and LUMO	5.614	eV
E_LUMO	4.27	eV
energy relative to the best compared isomer or geometry (same formula, charge and spin)	23.21	kcal per mole


# 2
Molecular formula: C21H74F3O19Y
Method: DFT, the ωB97M-V functional and the def2-TZVPD basis

Geometry as XYZ:
```
118
Properties=species:S:1:pos:R:3:mulliken_charge:R:1
Y 0.09 -5.10 -0.10 1.68
C -0.68 -1.43 -0.60 -0.66
O 0.52 -0.81 -0.01 0.65
O -0.60 -2.79 -0.17 0.24
C -1.96 -0.56 -0.28 0.26
F -2.13 0.57 -1.03 -0.17
F -3.12 -1.23 -0.55 -0.25
F -2.05 -0.14 1.00 0.24
C 0.93 0.45 -0.53 0.34
C 2.20 0.89 0.13 -0.62
H 2.73 1.70 -0.36 0.12
H 1.98 1.14 1.17 0.28
H 2.85 0.02 0.08 -0.15
H 0.17 1.23 -0.44 0.19
H 1.08 0.42 -1.61 -0.72
H -0.46 -1.34 -1.67 -0.09
C 2.09 4.97 2.58 -0.68
O 1.64 3.61 2.52 -0.46
H 2.57 5.20 1.63 0.18
H 1.29 5.68 2.82 0.28
H 2.89 5.06 3.31 0.29
H 0.98 3.56 1.82 0.32
C -4.03 -1.07 -3.98 -0.33
O -4.78 -2.31 -3.99 -0.53
H -2.96 -1.25 -4.06 0.19
H -4.33 -0.52 -4.87 0.42
H -4.29 -0.54 -3.06 -0.06
H -4.75 -2.61 -4.90 0.31
C 0.40 4.79 -0.59 -0.45
O -0.07 3.79 0.29 -0.21
H 0.23 4.56 -1.64 0.10
H -0.10 5.74 -0.36 0.40
H 1.45 4.93 -0.36 0.02
H -0.97 4.07 0.48 0.18
C -2.85 -4.49 -1.74 -0.28
O -2.02 -5.55 -1.23 -0.46
H -3.80 -4.89 -2.11 0.47
H -3.16 -3.85 -0.92 -0.10
H -2.52 -3.94 -2.63 0.26
H -2.46 -6.37 -1.44 0.31
C 1.59 2.99 -3.69 -0.14
O 2.38 3.84 -2.85 -0.46
H 2.09 2.77 -4.63 0.35
H 1.41 2.06 -3.15 -0.24
H 0.62 3.42 -3.92 0.31
H 3.22 3.40 -2.66 0.28
C -3.32 -0.35 4.16 -0.15
O -2.61 -1.21 5.04 -0.54
H -3.88 0.39 4.74 0.53
H -2.64 0.17 3.49 -0.19
H -4.05 -0.85 3.53 -0.06
H -2.10 -0.59 5.58 0.32
C 4.45 -0.25 -3.19 -0.43
O 4.57 -1.57 -3.73 -0.65
H 4.30 -0.37 -2.12 0.08
H 5.40 0.30 -3.24 0.52
H 3.60 0.26 -3.65 0.06
H 5.53 -1.63 -3.78 0.36
C 2.99 -3.28 -0.16 -0.40
O 2.40 -4.52 -0.48 -0.48
H 2.26 -2.55 0.19 0.15
H 3.69 -3.31 0.67 0.42
H 3.52 -2.88 -1.03 0.25
H 3.12 -5.03 -0.85 0.33
C 1.14 -1.91 -4.14 -0.45
O 2.16 -2.72 -3.56 -0.45
H 1.00 -1.04 -3.51 -0.04
H 1.52 -1.57 -5.10 0.46
H 0.24 -2.52 -4.19 0.18
H 2.96 -2.25 -3.80 0.38
C 4.72 3.88 -0.36 -0.65
O 4.82 2.92 -1.42 -0.51
H 4.18 3.51 0.51 0.23
H 5.71 4.16 0.00 0.42
H 4.22 4.77 -0.77 0.22
H 5.26 2.16 -1.03 0.27
C -4.01 2.53 -3.14 -0.37
O -4.32 3.50 -4.10 -0.54
H -3.36 1.73 -3.50 0.14
H -3.43 2.95 -2.32 0.21
H -4.93 2.07 -2.77 0.27
H -3.46 3.82 -4.38 0.30
C -4.16 -3.28 1.86 -0.37
O -4.86 -3.43 3.14 -0.56
H -3.12 -2.98 1.95 0.06
H -4.13 -4.22 1.31 0.20
H -4.67 -2.47 1.34 0.33
H -5.30 -2.60 3.33 0.36
C 2.09 -4.72 2.78 -0.81
O 1.14 -4.18 1.88 -0.12
H 3.07 -4.26 2.64 0.26
H 1.76 -4.50 3.79 0.28
H 2.11 -5.81 2.74 0.36
H 1.09 -3.27 2.17 0.21
C 4.55 -0.83 2.53 0.11
O 5.59 -0.74 3.46 -0.60
H 4.14 0.17 2.38 0.10
H 4.88 -1.30 1.60 0.08
H 3.78 -1.40 3.05 -0.02
H 5.87 0.17 3.57 0.34
C -4.82 1.80 1.12 -0.29
O -5.41 0.80 0.38 -0.60
H -5.48 2.60 1.46 0.47
H -4.40 1.48 2.08 -0.02
H -3.98 2.34 0.68 0.08
H -4.73 0.20 0.07 0.26
C 0.04 -0.95 3.14 -0.52
O 1.14 -1.38 2.35 -0.27
H 0.17 -1.19 4.20 0.41
H -0.14 0.13 3.10 0.31
H -0.90 -1.46 2.93 -0.02
H 1.02 -1.07 1.45 0.06
C -1.63 2.67 3.66 -0.14
O -2.90 3.26 3.59 -0.51
H -0.85 3.41 3.48 0.42
H -1.44 2.13 4.59 0.34
H -1.56 2.08 2.74 -0.32
H -2.91 3.97 4.24 0.29
```

## Properties
HOMO	-0.4955	Ha
charge	+2
gap between HOMO and LUMO	4.915	eV
E_LUMO	-8.57	eV
energy relative to the best compared isomer or geometry (same formula, charge and spin)	83.58	kcal per mole


# 3
Molecular formula: C5H6O
Method: DFT, the ωB97M-V functional and the def2-TZVPD basis

Geometry as XYZ:
```
12
Properties=species:S:1:pos:R:3:nbo_charge:R:1
C -1.50 -2.41 -0.82 -0.13
C -0.57 -1.64 -0.78 -0.14
C 0.60 -0.79 -0.82 0.37
O 1.63 -1.05 -0.24 -0.49
H -2.31 -3.10 -0.85 0.24
H 0.49 0.11 -1.45 0.14
C -0.38 1.47 0.73 -0.42
C 0.93 1.50 0.92 -0.36
H -0.85 1.95 -0.13 0.19
H -1.05 0.96 1.42 0.20
H 1.40 1.01 1.77 0.20
H 1.61 1.98 0.22 0.20
```

## Properties
HOMO	-0.3721	Ha
charge	0
gap between HOMO and LUMO	10.200	eV
SMILES	C#CC=O.C=C
E_LUMO	0.07	eV
energy relative to the best compared isomer or geometry (same formula, charge and spin)	75.98	kcal per mole


# 4
Molecular formula: C2H4Br2S2
Method: DFT, the ωB97M-V functional and the def2-TZVPD basis

Geometry as XYZ:
```
10
Properties=species:S:1:pos:R:3:nbo_charge:R:1
C -1.03 0.95 -0.38 -0.66
C 0.26 -2.00 0.40 -0.40
S 1.37 2.35 0.12 -0.15
S -0.63 2.06 0.73 0.29
Br 0.55 -1.34 2.11 0.12
Br 1.62 -2.98 -0.44 0.09
H -1.75 0.21 -0.17 0.21
H -0.77 1.09 -1.45 0.20
H -0.63 -2.54 0.30 0.18
H 1.01 2.20 -1.20 0.13
```

## Properties
HOMO (alpha / beta)	-0.3197 / -0.2827	Ha
charge	0
gap between HOMO and LUMO (alpha / beta)	8.150 / 6.855	eV
E_LUMO (alpha / beta)	-0.55 / -0.84	eV
energy relative to the best compared isomer or geometry (same formula, charge and spin)	73.97	kcal per mole


# 5
Molecular formula: C25H37BrClF3INO9S4
Method: DFT, the ωB97M-V functional and the def2-TZVPD basis

Geometry as XYZ:
```
82
Properties=species:S:1:pos:R:3:mulliken_charge:R:1
C -0.55 4.81 3.73 -1.21
C -0.72 4.37 2.31 0.80
O -1.17 5.07 1.43 -0.56
O -0.34 3.10 2.11 -0.30
C -0.83 2.52 0.89 -1.98
C -0.50 1.03 0.98 -0.24
C 1.01 0.97 1.29 -2.29
O 1.73 1.91 0.49 -0.39
C 2.91 2.32 1.00 1.02
F 3.61 2.87 0.03 -0.26
F 2.76 3.21 1.98 -0.26
F 3.62 1.30 1.51 -0.28
O -1.07 0.54 2.23 -0.67
S -2.65 0.51 2.40 1.76
O -2.89 -0.36 3.51 -0.72
O -3.15 1.84 2.46 -0.69
C -3.30 -0.33 0.88 -1.17
Br -5.17 0.31 0.87 0.04
C -3.32 -1.85 1.20 -0.92
C -4.53 -2.46 1.90 -0.89
C -4.12 -3.87 2.36 -0.72
O -5.22 -4.74 2.52 -0.55
C -2.52 0.09 -0.46 3.15
C -3.16 1.43 -0.95 -2.01
C -2.49 2.28 -2.02 -0.06
O -1.88 3.26 -1.85 -0.41
Cl -2.84 1.82 -3.73 -0.19
C -2.77 -0.96 -1.59 -1.90
C -4.19 -1.55 -1.73 -0.42
C -5.07 -0.90 -2.80 -0.84
I -3.93 -3.67 -2.25 0.09
C -0.95 0.14 -0.22 1.15
S -0.42 -1.61 0.23 -0.28
C -0.19 0.51 -1.52 -0.35
C 0.84 -0.43 -2.16 -2.77
C 2.23 -0.48 -1.56 0.55
S 3.30 -1.35 -2.77 -0.17
C 4.47 -2.12 -1.66 0.35
S 4.03 -3.44 -0.81 -0.26
N 5.73 -1.54 -1.68 -0.03
C 5.63 -0.12 -1.22 -0.57
C 7.04 0.47 -1.02 -0.70
O 8.00 -0.29 -1.69 -0.42
C 8.10 -1.59 -1.14 -0.58
C 6.72 -2.20 -0.83 -0.76
H -1.46 4.58 4.27 0.28
H 0.32 4.34 4.18 0.29
H -0.42 5.89 3.71 0.37
H -0.35 3.01 0.05 0.92
H -1.88 2.75 0.83 1.05
H 1.11 1.24 2.34 0.89
H 1.45 -0.01 1.17 0.69
H -3.13 -2.44 0.31 0.59
H -2.48 -2.05 1.85 0.86
H -5.37 -2.59 1.22 0.44
H -4.80 -1.89 2.78 0.29
H -3.44 -4.29 1.61 0.36
H -3.57 -3.82 3.29 0.35
H -5.71 -4.76 1.69 0.34
H -4.12 1.17 -1.40 1.13
H -3.40 2.13 -0.16 0.81
H -2.05 -1.76 -1.55 1.20
H -2.58 -0.45 -2.53 0.66
H -4.74 -1.63 -0.81 -0.02
H -5.89 -0.36 -2.33 0.31
H -5.53 -1.64 -3.45 0.36
H -4.50 -0.24 -3.44 0.21
H -0.01 -1.44 1.49 0.30
H 0.29 1.47 -1.37 0.88
H -0.90 0.71 -2.32 -0.15
H 0.98 -0.01 -3.16 0.77
H 0.46 -1.43 -2.36 0.36
H 2.64 0.52 -1.43 0.09
H 2.27 -1.08 -0.66 0.14
H 5.09 -0.11 -0.27 0.43
H 5.09 0.46 -1.95 0.42
H 7.07 1.48 -1.41 0.37
H 7.25 0.52 0.06 0.32
H 8.61 -2.19 -1.88 0.35
H 8.71 -1.58 -0.24 0.32
H 6.47 -2.04 0.23 0.35
H 6.77 -3.26 -1.03 0.56
```

## Properties
HOMO	-0.3114	Ha
charge	0
gap between HOMO and LUMO	8.312	eV
E_LUMO	-0.16	eV


# 6
Molecular formula: C3H4N2S2
Method: DFT, the ωB97M-V functional and the def2-TZVPD basis

Geometry as XYZ:
```
11
Properties=species:S:1:pos:R:3:nbo_charge:R:1
S -2.14 -0.77 0.10 -0.03
C -0.63 0.27 -0.13 -0.03
C -0.75 1.58 0.05 -0.09
N 0.49 2.21 0.07 -0.43
C 1.34 1.11 0.00 0.14
N 0.64 -0.02 -0.08 -0.53
S 1.64 -1.33 -0.03 0.26
H -2.30 -1.43 -1.17 0.15
H -1.62 2.08 -0.20 0.21
H 2.46 1.06 -0.42 0.23
H 1.82 -1.24 1.28 0.11
```

## Properties
HOMO	-0.3346	Ha
charge	0
gap between HOMO and LUMO	9.551	eV
SMILES	Sc1cncn1S
E_LUMO	0.45	eV
energy relative to the best compared isomer or geometry (same formula, charge and spin)	62.02	kcal per mole


# 7
Molecular formula: C35H31CrF5N5O6S2
Method: DFT, the ωB97M-V functional and the def2-TZVPD basis

Geometry as XYZ:
```
85
Properties=species:S:1:pos:R:3:mulliken_spin:R:1
Cr -0.38 -0.58 -0.02 3.15
C -5.22 -2.27 0.71 0.00
C -3.81 -2.71 0.35 0.02
C -3.55 -2.70 -1.14 -0.02
C -4.14 -3.71 -1.90 0.00
C -3.95 -3.76 -3.27 -0.01
C -3.17 -2.79 -3.88 0.00
C -2.57 -1.76 -3.15 -0.02
C -1.73 -0.77 -3.93 0.00
C -2.06 0.71 -3.71 0.01
C -2.75 -1.72 -1.76 0.00
N -2.19 -0.69 -0.96 -0.05
C -3.12 0.14 -0.41 -0.01
C -2.91 0.66 0.81 0.02
C -3.82 1.72 2.65 0.02
C -2.98 1.06 3.45 -0.01
C -1.85 0.39 2.82 0.05
N -1.81 0.22 1.55 -0.05
H -5.38 -2.31 1.79 0.00
H -5.97 -2.91 0.23 0.00
H -5.40 -1.24 0.38 0.00
H -3.64 -3.73 0.72 0.00
H -3.08 -2.08 0.86 0.01
H -4.73 -4.47 -1.40 0.00
H -4.40 -4.55 -3.86 0.00
H -3.02 -2.81 -4.95 0.00
H -1.86 -1.00 -4.99 0.00
H -0.68 -0.94 -3.71 0.00
H -3.12 0.91 -3.86 0.00
H -1.49 1.32 -4.42 0.00
H -1.79 1.05 -2.71 0.00
H -4.02 0.40 -0.96 0.01
H -4.62 2.37 2.99 0.00
H -3.08 1.13 4.52 0.00
H -1.01 0.03 3.40 0.01
C 4.23 6.02 1.47 0.00
C 3.03 5.20 1.08 0.00
C 2.79 3.95 1.65 0.00
C 1.68 3.21 1.31 0.01
C 0.78 3.70 0.37 0.00
C 0.99 4.93 -0.21 0.00
C 2.12 5.68 0.14 0.00
S -0.70 2.71 -0.04 0.01
O -1.28 3.51 -1.16 0.00
O -3.72 1.71 1.32 0.01
N 0.00 1.35 -0.51 -0.04
C 0.97 1.41 -1.60 0.02
C 1.01 0.08 -2.34 0.00
O 1.50 0.01 -3.46 0.01
O 0.45 -0.91 -1.72 -0.04
H 5.02 5.39 1.87 0.00
H 3.98 6.75 2.24 0.00
H 4.63 6.57 0.61 0.00
H 3.51 3.56 2.37 0.00
H 1.51 2.23 1.74 0.00
H 0.28 5.28 -0.95 0.00
H 2.29 6.64 -0.33 0.00
H 1.98 1.62 -1.24 0.00
H 0.71 2.19 -2.33 0.00
F 4.77 -4.82 -1.14 0.00
C 3.57 -4.40 -0.72 -0.01
C 2.51 -4.32 -1.61 0.00
F 2.69 -4.68 -2.89 0.00
C 1.27 -3.88 -1.17 -0.02
F 0.28 -3.87 -2.06 0.00
C 1.04 -3.50 0.15 0.01
S -0.53 -2.92 0.69 -0.04
C 2.13 -3.62 1.02 0.01
F 2.01 -3.30 2.32 0.00
C 3.37 -4.05 0.60 0.00
F 4.40 -4.13 1.47 0.00
C 3.03 0.68 4.14 0.00
N 3.06 0.25 2.76 0.00
C 4.17 0.43 1.97 0.00
C 4.15 0.06 0.69 0.00
C 2.96 -0.60 0.15 0.03
O 3.05 -1.20 -0.91 0.00
N 1.78 -0.52 0.89 -0.05
C 1.84 -0.18 2.19 -0.03
O 0.88 -0.20 2.96 0.00
H 4.05 0.91 4.45 0.00
H 2.63 -0.11 4.77 0.00
H 2.41 1.57 4.27 0.00
H 5.03 0.87 2.46 0.00
H 5.02 0.15 0.05 0.00
```

## Properties
HOMO (alpha / beta)	-0.0551 / -0.0609	Ha
charge	-2
gap between HOMO and LUMO (alpha / beta)	5.622 / 5.781	eV
multiplicity	4
E_LUMO (alpha / beta)	4.12 / 4.12	eV
energy relative to the best compared isomer or geometry (same formula, charge and spin)	0.00	kcal per mole


# 8
Molecular formula: C5H16B2Br4Na4O3
Method: DFT, the ωB97M-V functional and the def2-TZVPD basis

Geometry as XYZ:
```
34
Properties=species:S:1:pos:R:3:nbo_charge:R:1
Na -3.37 0.48 3.23 0.75
Na 3.35 3.00 -1.72 0.89
Na 1.88 3.06 3.69 0.51
Na -2.26 3.22 -1.82 0.95
C -5.45 4.50 1.99 0.89
O -5.27 4.39 3.20 -0.65
O -5.34 3.51 1.25 -0.75
O -5.49 5.64 1.51 -0.63
B 0.70 6.56 -1.49 -0.85
H 1.13 6.30 -0.53 -0.04
H -0.37 6.47 -1.43 -0.02
H 0.92 7.60 -1.72 0.00
H 0.96 5.91 -2.31 -0.07
B 0.30 0.71 0.45 -0.85
H -0.25 1.56 0.84 -0.04
H 1.36 0.89 0.62 -0.05
H -0.04 -0.11 1.06 -0.02
H 0.14 0.60 -0.61 -0.04
Br -2.58 -5.58 -3.48 0.01
C -2.66 -5.09 -1.61 -0.46
C -4.11 -4.84 -1.12 -0.41
Br -4.31 -4.63 0.85 -0.05
H -2.06 -4.18 -1.50 0.23
H -2.16 -5.88 -1.05 0.23
H -4.93 -5.53 -1.32 0.24
H -4.35 -3.83 -1.46 0.22
Br 5.99 -3.46 2.88 -0.04
C 6.23 -2.86 0.92 -0.39
C 4.97 -3.33 0.14 -0.45
Br 4.60 -2.48 -1.61 -0.02
H 7.10 -3.31 0.44 0.23
H 6.19 -1.77 0.92 0.22
H 4.10 -3.12 0.77 0.23
H 5.08 -4.41 0.03 0.22
```

## Properties
HOMO	-0.1566	Ha
charge	0
gap between HOMO and LUMO	1.834	eV
E_LUMO	-2.43	eV
energy relative to the best compared isomer or geometry (same formula, charge and spin)	148.81	kcal per mole


Look up the charge of the fifth one.
0